Below is a cluster of 13 separate species, C61H104O15 in total at a distorted geometry, with properties calculated with ωB97M-V with the def2-TZVPD basis set.

Multiplicity: 1
Total charge: 0
Maximum force: 0.09926 Eh/bohr
HOMO: -9.57 eV
Frontier orbital gap: 8.31 eV

CARTESIAN COORDINATES (ANGSTROEM)
C  -0.33399  0.87949  -2.46725
C  -1.43277  0.27383  -1.97243
C  -1.59542  0.22398  -0.56602
C  -0.66819  0.81563  0.28721
C  0.47181  1.48914  -0.27002
C  0.65506  1.42022  -1.64634
C  1.35044  2.31363  0.64599
O  2.28426  3.02855  0.21933
C  1.14100  2.23289  2.11617
C  2.09418  2.84616  2.95463
C  1.98763  2.67380  4.33186
C  0.95427  1.84934  4.86035
C  0.00735  1.30048  4.00858
C  0.10224  1.49230  2.64737
C  -0.84091  0.80433  1.67189
O  -1.80822  0.18296  2.17076
H  -0.15748  0.98297  -3.51029
H  -2.21968  -0.13430  -2.64559
H  -2.43578  -0.33727  -0.15192
H  1.54767  1.86964  -2.11534
H  2.89351  3.47707  2.47846
H  2.77741  3.04184  4.96418
H  0.88076  1.68284  5.97731
H  -0.83937  0.66642  4.38853
C  0.70873  -1.74553  -9.18820
C  -0.63368  -1.68597  -8.68655
C  -0.91125  -0.71213  -7.74444
C  0.03493  0.13695  -7.25076
C  1.36102  0.00628  -7.65285
C  1.69979  -0.92069  -8.61549
C  2.34755  0.82779  -6.91463
O  3.50592  0.57451  -6.97080
C  1.79343  2.01154  -6.13602
C  2.76651  2.85807  -5.62000
C  2.37855  4.04021  -5.00628
C  0.98427  4.31619  -4.92714
C  0.03493  3.32634  -5.17103
C  0.44240  2.21048  -5.85183
C  -0.47462  1.15742  -6.23908
O  -1.67955  1.17002  -5.95805
H  0.96357  -2.48772  -9.92657
H  -1.39202  -2.36353  -9.07802
H  -1.88864  -0.57315  -7.28943
H  2.73630  -0.92501  -8.90091
H  3.78115  2.59706  -5.85961
H  3.08571  4.71462  -4.49786
H  0.68557  5.15652  -4.28407
H  -1.00578  3.42318  -4.91707
C  -5.45302  -4.84184  -3.39191
C  -4.92670  -3.74886  -4.35549
C  -6.06805  -2.95116  -4.93291
O  -4.00078  -2.83242  -3.80036
H  -4.58924  -5.36675  -3.01079
H  -5.95377  -5.67360  -3.91828
H  -6.04167  -4.39338  -2.61577
H  -4.30290  -4.25941  -5.14690
H  -6.62514  -3.62998  -5.48983
H  -5.84975  -2.10677  -5.52873
H  -6.66944  -2.64174  -4.05802
H  -4.30513  -2.60710  -2.85473
C  -6.39991  3.52743  3.14482
C  -5.06689  2.75302  2.87047
C  -3.86737  3.07526  3.84878
O  -5.31301  1.38588  3.12314
H  -6.66271  3.32094  4.18285
H  -7.08821  3.09363  2.51188
H  -6.37627  4.58214  2.90526
H  -4.69384  2.82292  1.84008
H  -3.63844  4.11481  3.81608
H  -2.97305  2.55465  3.45015
H  -3.98330  2.81498  4.92390
H  -5.65120  0.92980  2.35950
C  3.43115  -3.37507  4.31270
C  1.92006  -3.30325  4.41871
C  1.41522  -3.45092  5.85318
O  1.48869  -2.05474  3.88052
H  3.80228  -4.13881  5.03786
H  3.77177  -2.45953  4.72410
H  3.67959  -3.49269  3.25769
H  1.45062  -4.13041  3.80572
H  1.65709  -4.45109  6.20528
H  0.38086  -3.29086  6.05512
H  1.91878  -2.70863  6.50419
H  0.74138  -2.20099  3.26789
C  -5.69973  0.61447  -3.18135
C  -5.86160  -0.04780  -1.75937
C  -7.24014  -0.61225  -1.41421
O  -4.92470  -1.15692  -1.50370
H  -6.01512  1.66797  -3.26204
H  -6.22314  0.03812  -3.94460
H  -4.58586  0.51134  -3.35379
H  -5.44340  0.70495  -1.14158
H  -8.09663  0.08628  -1.53336
H  -7.15731  -1.08138  -0.38337
H  -7.46376  -1.43329  -2.09970
H  -4.82843  -1.12637  -0.54318
C  7.33310  2.34873  6.17511
C  6.18674  3.21142  6.77612
C  5.56797  4.12011  5.67115
O  5.12933  2.32122  7.16746
H  7.81365  1.65729  6.90808
H  8.08252  2.94553  5.62999
H  6.92419  1.75275  5.37545
H  6.48716  3.82813  7.66143
H  4.80850  4.80973  6.10680
H  5.01734  3.43761  4.96598
H  6.36063  4.58211  5.13156
H  5.53861  1.49850  7.48851
C  0.89484  -3.91234  -3.77584
C  -0.53204  -3.61556  -4.25627
C  -0.93486  -4.49329  -5.49491
O  -1.48512  -3.81472  -3.25422
H  0.81200  -4.91400  -3.28009
H  1.25952  -3.15809  -3.02958
H  1.60534  -3.88756  -4.67267
H  -0.54650  -2.57535  -4.63704
H  -0.49889  -5.44799  -5.35945
H  -0.61443  -4.06282  -6.46177
H  -2.03079  -4.53341  -5.60808
H  -2.32134  -3.66134  -3.70305
C  -1.96226  4.03475  -0.46788
C  -1.24444  5.14422  -1.20386
C  -1.21062  6.51590  -0.48397
O  0.11017  4.82090  -1.69348
H  -1.89746  3.17974  -1.11851
H  -2.96936  4.43204  -0.44255
H  -1.71499  3.79897  0.56417
H  -1.78329  5.46048  -2.11161
H  -0.43127  6.45241  0.31721
H  -2.13516  6.96433  -0.01685
H  -0.75096  7.25862  -1.17216
H  0.48259  4.30934  -0.97995
C  0.13358  -3.47053  1.38380
C  -0.43181  -4.02582  0.09967
C  -1.44768  -5.16709  0.26406
O  -1.00067  -2.88100  -0.60365
H  0.87656  -2.73707  1.04784
H  0.44053  -4.19798  2.16759
H  -0.65255  -2.84162  1.83344
H  0.37951  -4.51764  -0.43651
H  -2.30322  -4.74595  0.82031
H  -1.01891  -5.97378  0.94114
H  -1.72004  -5.56687  -0.68557
H  -1.34910  -3.10593  -1.48916
C  5.56027  3.75351  -0.96594
C  5.40567  2.93794  -2.20258
C  6.60746  2.06560  -2.48991
O  4.25148  2.00387  -2.02066
H  6.03459  4.72326  -1.09027
H  6.14789  3.20521  -0.19829
H  4.66131  4.07055  -0.44074
H  5.26543  3.58809  -3.04071
H  6.60264  1.53613  -3.41481
H  6.62654  1.30996  -1.66849
H  7.47306  2.70646  -2.37598
H  3.57222  2.55190  -1.56289
C  -3.51071  -2.44274  3.04605
C  -3.84037  -2.41555  1.53317
C  -5.05458  -3.30320  1.27095
O  -4.17919  -1.07693  1.08915
H  -2.71369  -1.70297  3.11435
H  -3.30642  -3.43305  3.39039
H  -4.41672  -2.14320  3.62964
H  -3.00915  -2.68805  0.83651
H  -5.20764  -3.40071  0.19585
H  -5.91622  -2.77635  1.64664
H  -4.98677  -4.25567  1.79814
H  -3.54822  -0.42861  1.36919
C  7.28642  -0.88400  8.73248
C  6.76087  -1.07466  7.27562
C  6.58443  -2.48444  6.94043
O  5.57570  -0.38505  7.36864
H  6.43358  -1.09714  9.35185
H  7.68710  0.11279  8.94910
H  8.16608  -1.51635  8.98560
H  7.37965  -0.66922  6.50330
H  6.13463  -2.69102  5.97262
H  5.90759  -2.80762  7.73033
H  7.56775  -2.96212  7.21290
H  4.98234  -0.72374  6.70357

Mulliken population analysis, charges in e, atoms 1 to 99:
1 C -0.79
2 C -0.46
3 C 0.61
4 C 0.41
5 C 0.60
6 C -0.12
7 C 0.80
8 O -0.68
9 C 0.33
10 C -0.66
11 C -0.54
12 C -1.04
13 C -0.05
14 C 0.46
15 C 0.15
16 O -0.85
17 H 0.43
18 H 0.34
19 H 0.02
20 H -0.13
21 H 0.38
22 H 0.38
23 H 0.36
24 H 0.33
25 C -0.55
26 C -0.86
27 C -0.50
28 C 0.26
29 C 0.51
30 C -0.69
31 C 0.55
32 O -0.63
33 C 0.36
34 C -0.92
35 C -0.48
36 C -0.62
37 C -0.50
38 C 0.47
39 C 0.91
40 O -0.79
41 H 0.40
42 H 0.45
43 H 0.53
44 H 0.52
45 H 0.53
46 H 0.34
47 H 0.30
48 H 0.45
49 C -1.40
50 C 0.69
51 C -1.21
52 O -0.21
53 H 0.32
54 H 0.40
55 H 0.29
56 H 0.11
57 H 0.53
58 H 0.31
59 H 0.01
60 H -0.05
61 C -1.51
62 C 0.81
63 C -1.05
64 O -0.49
65 H 0.32
66 H 0.42
67 H 0.38
68 H 0.12
69 H 0.46
70 H 0.02
71 H 0.31
72 H 0.20
73 C -1.18
74 C 1.07
75 C -1.42
76 O -0.30
77 H 0.37
78 H 0.14
79 H 0.33
80 H -0.06
81 H 0.39
82 H 0.40
83 H 0.22
84 H 0.06
85 C -0.95
86 C 0.56
87 C -1.11
88 O 0.26
89 H 0.36
90 H 0.22
91 H 0.09
92 H 0.26
93 H 0.41
94 H 0.17
95 H 0.13
96 H -0.16
97 C -1.17
98 C 0.56
99 C -1.09